This record from OMol25 describes 2 unconnected molecules or ions with the total composition C24H28N5. The level of theory is ωB97M-V/def2-TZVPD.

The geometry in ORCA input format:
```
! RIJCOSX wB97M-V def2-TZVPD def2/J DEFGRID3
* xyz 1 1
C -1.343 -4.531 -0.024
N -1.462 -3.155 0.412
C -0.734 -2.110 -0.059
C -1.076 -0.932 0.652
C -0.475 0.318 0.455
C -0.926 1.515 1.051
C -2.257 1.976 1.234
N -2.245 3.156 1.919
C -3.417 3.909 2.319
C -0.927 3.514 2.217
C -0.074 2.518 1.682
C 1.276 2.535 2.015
C 1.755 3.579 2.823
C 0.892 4.565 3.329
C -0.482 4.532 3.044
C -2.107 -1.336 1.625
C -2.325 -2.721 1.419
C -3.209 -3.490 2.157
C -3.937 -2.837 3.164
C -3.727 -1.474 3.412
C -2.786 -0.731 2.674
H -2.087 -5.126 0.509
H -1.521 -4.609 -1.104
H -0.343 -4.931 0.193
H -0.012 -2.223 -0.862
H 0.399 0.359 -0.201
H -3.183 1.504 0.931
H -3.079 4.781 2.887
H -3.983 4.248 1.439
H -4.088 3.305 2.947
H 1.914 1.732 1.645
H 2.815 3.629 3.064
H 1.284 5.368 3.951
H -1.193 5.256 3.434
H -3.316 -4.547 1.937
H -4.661 -3.402 3.751
H -4.304 -0.983 4.193
H -2.587 0.308 2.918
C 3.352 -1.627 -1.295
N 3.366 -1.209 -2.665
C 4.415 -1.507 -3.603
C 3.931 -0.858 -4.890
N 2.660 -0.276 -4.528
C 1.917 0.510 -5.471
C 2.344 -0.466 -3.195
N 1.323 -0.071 -2.488
H 2.374 -1.355 -0.881
H 3.501 -2.713 -1.214
H 4.145 -1.128 -0.720
H 5.370 -1.075 -3.275
H 4.544 -2.590 -3.733
H 4.627 -0.081 -5.233
H 3.824 -1.599 -5.693
H 1.092 0.993 -4.945
H 2.558 1.280 -5.925
H 1.510 -0.106 -6.285
H 0.675 0.410 -3.114
*
```

Computed properties:
F_max	0.03629	Eh/bohr
ΔE to the lowest compared entry with this formula, charge and spin	0.00	kJ/mol
E_HOMO	-0.390	Ha
orbital gap	6.48	eV

***

This record from OMol25 describes a molecular structure, C24H28N5O9SV. The level of theory is ωB97M-V/def2-TZVPD.

The geometry in ORCA input format:
```
! RIJCOSX wB97M-V def2-TZVPD def2/J DEFGRID3
* xyz 2 1
V -0.054 -1.795 0.672
C -2.555 -3.227 -0.810
O -2.172 -2.213 0.147
C -3.189 -1.952 1.123
C -2.928 -0.555 1.592
O -1.515 -0.450 1.816
C -1.251 0.794 2.517
H -3.453 -2.886 -1.324
H -2.749 -4.169 -0.298
H -1.744 -3.335 -1.522
H -3.114 -2.686 1.929
H -4.173 -2.027 0.660
H -3.455 -0.358 2.527
H -3.223 0.185 0.843
H -1.759 0.757 3.480
H -1.632 1.621 1.916
H -0.186 0.889 2.655
O 0.114 -3.060 -0.186
S -0.082 -4.686 2.006
O 1.269 -5.091 1.981
O -0.369 -3.340 2.432
O -1.155 -5.498 1.584
C 3.171 -0.682 4.253
N 3.165 -1.242 2.891
C 4.299 -1.664 2.253
C 4.293 -2.162 0.996
C 3.046 -2.241 0.308
N 1.951 -1.854 0.982
C 1.986 -1.348 2.235
O 0.870 -1.035 2.676
N 2.928 -2.654 -0.940
H 4.182 -0.736 4.642
H 2.500 -1.261 4.883
H 2.840 0.353 4.220
H 5.214 -1.571 2.821
H 5.210 -2.478 0.525
H 3.742 -2.963 -1.449
H 2.034 -2.675 -1.419
O 0.337 -1.898 -2.591
C 0.138 -0.816 -2.102
N -0.105 0.375 -2.664
C -0.112 1.516 -1.740
C 0.382 0.822 -0.469
O 0.849 1.275 0.532
N 0.171 -0.574 -0.667
C -1.530 1.972 -1.383
C -1.683 3.078 -0.547
C -2.950 3.486 -0.162
C -4.073 2.799 -0.611
C -3.922 1.699 -1.440
C -2.651 1.277 -1.818
C 0.795 2.618 -2.251
C 0.267 3.613 -3.066
C 1.100 4.569 -3.627
C 2.464 4.538 -3.373
C 2.995 3.545 -2.562
C 2.164 2.585 -2.006
H -0.065 0.493 -3.666
H -0.810 3.624 -0.211
H -3.064 4.353 0.475
H -5.061 3.132 -0.325
H -4.794 1.175 -1.810
H -2.545 0.425 -2.477
H -0.799 3.650 -3.258
H 0.683 5.340 -4.260
H 3.112 5.287 -3.806
H 4.058 3.521 -2.361
H 2.593 1.819 -1.371
*
```

Computed properties:
F_max	0.01969	Eh/bohr
ΔE to the lowest compared entry with this formula, charge and spin	0.00	kJ/mol
E_HOMO	-0.514	Ha
orbital gap	5.57	eV

***

This record from OMol25 describes 2 unconnected molecules or ions with the total composition C24H28N6O2S. The level of theory is ωB97M-V/def2-TZVPD.

The geometry in ORCA input format:
```
! RIJCOSX wB97M-V def2-TZVPD def2/J DEFGRID3
* xyz 0 1
C 1.615 5.294 0.140
C 0.665 4.088 0.469
C 0.114 3.267 -0.605
C -0.607 2.257 -0.462
C -0.953 2.027 0.827
C -0.225 2.644 1.857
C 0.666 3.788 1.644
C 0.914 4.465 2.741
H 0.601 5.492 2.700
H 2.096 4.512 2.798
H 0.734 3.819 3.653
H -0.572 2.172 2.732
N -1.682 0.913 1.052
C -2.071 -0.198 0.056
O -2.878 -1.037 0.303
C -1.586 0.279 -1.341
C -0.987 1.542 -1.483
H -0.710 1.721 -2.582
C -2.202 -0.849 -2.331
N -0.992 -1.858 -2.580
C -0.260 -1.708 -3.772
C 1.342 -1.271 -3.552
C 2.347 -1.968 -3.180
C 3.609 -1.085 -3.006
C 2.888 0.187 -3.286
S 1.443 0.499 -3.494
H 3.805 1.327 -3.046
H 4.348 -1.527 -2.747
H 2.484 -2.894 -3.100
H 0.005 -2.759 -3.983
H -0.760 -1.285 -4.530
C -0.762 -2.403 -1.448
C 0.194 -1.716 -0.412
N 1.086 -0.612 -0.721
N 1.633 -0.280 0.411
N 1.095 -1.185 1.407
N 0.025 -1.800 0.886
C -0.391 -2.722 1.829
H -0.326 -3.739 1.627
H -1.568 -2.640 1.325
C -0.383 -2.198 3.355
H 0.805 -2.221 3.411
O -1.097 -0.931 3.340
C -1.320 -0.720 4.794
C -1.701 -2.304 5.200
H -2.772 -2.370 5.716
H -1.061 -2.385 6.352
C -1.212 -3.079 4.345
H -0.685 -4.064 4.474
H -2.011 -3.677 3.561
H -0.547 -0.478 5.276
H -2.280 -0.207 4.940
H -1.715 -2.856 -0.709
H -0.009 -3.299 -1.577
H -2.172 -0.221 -3.181
H -2.858 -1.379 -1.995
H -1.769 0.467 1.952
H 0.489 3.668 -1.801
H 1.102 6.098 0.539
H 2.774 5.123 0.715
H 1.556 5.576 -0.952
*
```

Computed properties:
F_max	0.36599	Eh/bohr
ΔE to the lowest compared entry with this formula, charge and spin	2542.05	kJ/mol
E_HOMO	-0.281	Ha
orbital gap	7.80	eV

***

This record from OMol25 describes a molecular structure, C24H29ClN3P2V. The level of theory is ωB97M-V/def2-TZVPD.

The geometry in ORCA input format:
```
! RIJCOSX wB97M-V def2-TZVPD def2/J DEFGRID3
* xyz 2 3
V -0.007 -1.563 -0.068
Cl -1.384 -3.233 -0.261
P -1.126 0.364 -0.013
C -0.558 1.523 -1.294
C -0.121 2.804 -0.972
C 0.125 3.732 -1.985
C -0.005 3.341 -3.332
C -0.335 2.018 -3.653
C -0.587 1.087 -2.640
C -2.933 0.198 -0.316
C -3.674 -0.629 0.546
C -5.064 -0.677 0.434
C -5.727 0.077 -0.554
C -4.980 0.875 -1.421
C -3.592 0.943 -1.303
C -1.110 1.297 1.560
C -0.271 0.868 2.614
C -0.342 1.570 3.829
C -1.208 2.649 3.985
C -2.011 3.074 2.918
C -1.950 2.393 1.702
H -3.177 -1.216 1.329
H -5.642 -1.306 1.108
H -6.808 0.048 -0.644
H -5.461 1.466 -2.210
H -3.005 1.586 -1.958
H 0.032 3.072 0.075
H 0.433 4.732 -1.707
H 0.139 4.086 -4.110
H -0.386 1.714 -4.704
H -0.816 0.046 -2.901
H 0.420 0.027 2.502
H 0.283 1.253 4.660
H -1.266 3.195 4.922
H -2.695 3.911 2.995
H -2.572 2.701 0.847
H 2.326 3.451 -0.026
H 2.208 3.301 0.729
C 3.859 -3.010 1.190
N 2.456 -3.398 1.153
C 2.175 -4.056 -0.135
N 2.551 -3.249 -1.330
C 3.968 -2.872 -1.215
N 4.274 -2.176 0.043
C 3.804 -0.809 0.088
P 1.953 -0.718 -0.016
C 1.546 -2.209 1.353
C 1.706 -1.983 -1.447
H 4.469 -3.932 1.134
H 4.087 -2.450 2.103
H 1.098 -4.326 -0.183
H 2.800 -4.958 -0.144
H 4.225 -2.206 -2.047
H 4.606 -3.780 -1.242
H 4.079 -0.302 1.031
H 4.185 -0.226 -0.774
H 0.523 -2.644 1.399
H 1.772 -1.711 2.318
H 2.024 -1.413 -2.337
H 0.684 -2.355 -1.625
*
```

Computed properties:
F_max	0.08744	Eh/bohr
E_HOMO (alpha / beta)	-0.536 / -0.536	Ha
orbital gap (alpha / beta)	6.40 / 7.05	eV

***

This record from OMol25 describes a molecular structure, C24H29ClN4O6PV. The level of theory is ωB97M-V/def2-TZVPD.

The geometry in ORCA input format:
```
! RIJCOSX wB97M-V def2-TZVPD def2/J DEFGRID3
* xyz 0 3
V 0.333 1.045 0.473
Cl -6.008 3.422 2.741
C -4.549 2.572 2.352
C -4.301 1.337 2.955
C -3.140 0.659 2.666
C -2.166 1.189 1.790
O -1.077 0.540 1.559
C -2.460 2.448 1.151
C -1.555 2.977 0.200
O -0.461 2.394 -0.052
C -3.657 3.118 1.462
H -5.025 0.919 3.637
H -2.926 -0.291 3.140
H -1.814 3.891 -0.344
H -3.862 4.064 0.983
O 4.924 1.990 -4.585
C 4.745 0.944 -3.974
O 5.183 -0.193 -4.095
C 3.697 1.077 -2.788
C 2.945 2.236 -2.616
C 2.014 2.284 -1.598
N 1.785 1.254 -0.781
C 2.548 0.154 -0.922
C 3.506 0.021 -1.912
C 2.144 -0.907 0.048
O 2.644 -2.028 0.084
O 1.133 -0.528 0.738
H 3.095 3.074 -3.280
H 1.407 3.166 -1.418
H 4.088 -0.883 -2.008
C -2.908 -3.216 -1.509
N -1.877 -3.199 -0.388
C -0.729 -4.132 -0.784
N -0.229 -3.798 -2.058
C -1.264 -3.827 -3.069
N -2.327 -2.888 -2.753
C -1.887 -1.506 -2.843
P -0.507 -1.053 -1.638
C -1.386 -1.822 -0.159
C 0.531 -2.561 -2.056
H -3.696 -2.500 -1.256
H -3.324 -4.227 -1.560
H -2.303 -3.545 0.475
H -1.130 -5.152 -0.780
H 0.062 -4.029 -0.035
H -1.694 -4.832 -3.128
H -0.828 -3.566 -4.033
H -2.748 -0.853 -2.671
H -1.532 -1.327 -3.860
H -2.236 -1.178 0.099
H -0.678 -1.804 0.677
H 1.362 -2.662 -1.350
H 0.956 -2.411 -3.052
C 1.342 0.835 3.920
C 2.228 1.539 2.894
C 3.163 2.536 3.593
C 1.387 2.274 1.866
H 1.938 0.195 4.568
H 0.599 0.226 3.403
H 0.823 1.571 4.535
H 2.849 0.787 2.390
H 2.585 3.348 4.030
H 3.875 2.961 2.888
H 3.725 2.052 4.390
H 2.028 2.930 1.268
H 0.642 2.890 2.381
*
```

Computed properties:
F_max	0.10395	Eh/bohr
ΔE to the lowest compared entry with this formula, charge and spin	239.21	kJ/mol
E_HOMO (alpha / beta)	-0.268 / -0.279	Ha
orbital gap (alpha / beta)	6.24 / 6.48	eV

***

This record from OMol25 describes a molecular structure, C24H29MnN6O4S2. The level of theory is ωB97M-V/def2-TZVPD.

The geometry in ORCA input format:
```
! RIJCOSX wB97M-V def2-TZVPD def2/J DEFGRID3
* xyz -1 6
Mn 1.839 0.420 1.419
N 2.572 -0.376 3.502
C 1.981 0.107 4.751
C 1.104 1.322 4.435
N 0.173 1.031 3.347
C -1.161 0.617 3.766
C -1.257 -0.720 4.499
N -0.437 -1.781 3.918
H 3.555 -0.109 3.415
H 2.540 -1.385 3.443
H 1.381 -0.675 5.215
H 2.757 0.412 5.456
H 0.566 1.657 5.333
H 1.766 2.124 4.106
H 0.067 1.836 2.747
H -1.606 1.370 4.434
H -1.771 0.573 2.860
H -0.972 -0.570 5.546
H -2.321 -0.984 4.505
H -0.916 -2.669 3.950
H -0.231 -1.593 2.945
C -2.141 -0.725 -3.260
N -1.079 -1.467 -2.586
N -1.195 -1.492 -1.190
C 0.044 -1.230 -0.610
O 0.242 -1.213 0.594
C 0.943 -1.005 -1.709
C 0.235 -1.097 -2.846
C 0.663 -0.806 -4.241
C -2.285 -2.143 -0.582
C -2.662 -1.789 0.710
C -3.741 -2.419 1.308
C -4.462 -3.393 0.631
C -4.077 -3.750 -0.653
C -2.989 -3.138 -1.258
H -3.107 -1.156 -3.015
H -1.984 -0.802 -4.333
H -2.137 0.331 -2.969
H 1.994 -0.781 -1.580
H 1.750 -0.781 -4.287
H 0.296 0.174 -4.557
H 0.291 -1.558 -4.937
H -2.094 -1.028 1.223
H -4.031 -2.139 2.313
H -5.313 -3.872 1.100
H -4.619 -4.521 -1.188
H -2.659 -3.450 -2.240
O 5.527 1.365 0.241
S 4.607 0.799 1.203
O 3.450 1.723 1.486
O 5.239 0.412 2.469
S 3.690 -0.855 0.413
N 1.099 4.039 -7.345
C 1.041 3.725 -6.240
C 0.952 3.337 -4.860
C 2.072 2.859 -4.175
C 1.975 2.482 -2.851
C 0.751 2.569 -2.167
C -0.362 3.063 -2.862
C -0.267 3.439 -4.188
C 0.653 2.122 -0.819
C 0.637 1.717 0.336
H 3.019 2.785 -4.695
H 2.839 2.098 -2.320
H -1.303 3.154 -2.335
H -1.135 3.811 -4.718
*
```

Computed properties:
F_max	0.02093	Eh/bohr
ΔE to the lowest compared entry with this formula, charge and spin	18.74	kJ/mol
E_HOMO (alpha / beta)	-0.164 / -0.177	Ha
orbital gap (alpha / beta)	6.67 / 7.03	eV

***

This record from OMol25 describes a molecular structure, C24H29N16O3Ti. The level of theory is ωB97M-V/def2-TZVPD.

The geometry in ORCA input format:
```
! RIJCOSX wB97M-V def2-TZVPD def2/J DEFGRID3
* xyz -1 3
Ti -1.343 0.049 0.358
N -4.014 -3.123 0.381
C -4.620 -2.592 1.533
C -4.027 -1.399 1.765
N -3.033 -1.164 0.846
C -3.009 -2.244 0.022
C -2.054 -2.358 -0.983
N -1.119 -1.381 -1.185
C -0.282 -1.858 -2.172
C -0.673 -3.080 -2.588
N -1.848 -3.395 -1.879
H -3.997 -4.103 0.167
H -5.427 -3.101 2.033
H -4.247 -0.683 2.540
H 0.552 -1.273 -2.527
H -0.275 -3.734 -3.346
H -2.116 -4.341 -1.674
N -0.755 -0.351 3.779
C -1.297 0.832 3.343
N -1.565 1.858 4.123
N -2.064 2.796 3.280
N -2.094 2.355 2.072
N -1.612 1.074 2.075
C -0.435 -1.400 2.948
N -0.115 -2.591 3.397
N 0.113 -3.317 2.274
N -0.063 -2.602 1.225
N -0.413 -1.331 1.614
H -0.624 -0.480 4.764
C -5.135 2.772 -4.528
O -4.026 3.638 -4.362
C -3.112 3.286 -3.424
C -1.942 4.066 -3.390
C -0.957 3.751 -2.500
C -1.060 2.661 -1.607
C 0.022 2.280 -0.754
C 1.240 3.109 -0.515
O -0.011 1.167 -0.118
C -2.286 1.929 -1.603
O -2.523 0.959 -0.756
C -3.283 2.248 -2.544
H -5.679 3.134 -5.395
H -5.792 2.790 -3.656
H -4.812 1.744 -4.705
H -1.839 4.898 -4.075
H -0.054 4.348 -2.505
H 1.497 3.748 -1.357
H 2.073 2.444 -0.287
H 1.073 3.744 0.362
H -4.180 1.647 -2.518
C 4.408 -2.524 -0.690
C 3.115 -1.878 -1.140
N 2.459 -1.313 0.017
C 3.130 -0.587 0.982
N 2.471 0.181 1.764
C 3.147 0.878 2.842
C 4.493 0.275 3.210
C 5.272 0.041 1.932
N 4.507 -0.821 1.057
C 5.249 -1.469 -0.007
H 4.953 -2.954 -1.533
H 4.168 -3.316 0.024
H 2.446 -2.616 -1.581
H 3.335 -1.120 -1.908
H 1.466 -1.155 -0.040
H 2.486 0.886 3.710
H 3.287 1.929 2.555
H 4.343 -0.687 3.709
H 5.048 0.932 3.886
H 6.223 -0.452 2.137
H 5.497 1.003 1.448
H 6.143 -1.918 0.432
H 5.593 -0.737 -0.755
*
```

Computed properties:
F_max	0.05890	Eh/bohr
ΔE to the lowest compared entry with this formula, charge and spin	72.82	kJ/mol
E_HOMO (alpha / beta)	-0.077 / -0.179	Ha
orbital gap (alpha / beta)	4.62 / 7.40	eV